Formula: C6H8BClO3
Source: the Open Molecules 2025 dataset
Level of theory: the ωB97M-V functional and the def2-TZVPD basis

Values from the calculation:
HOMO (Ha): -0.31037
F_max (eV/A): 4.64
Orbital gap (eV): 8.63
SMILES string: OB(O)[C@@H]1C=CC=C[C@@]1(O)Cl

Geometry (Å):
C  -0.800  -1.877  -0.892
C  0.347  -1.208  1.104
C  -1.421  -0.703  -1.140
C  -1.227  0.440  -0.327
H  0.842  -1.532  1.985
O  2.471  0.416  0.231
H  -1.063  2.348  -0.520
H  0.271  -3.225  0.373
O  -1.097  1.557  -1.067
H  3.214  0.889  -0.004
Cl  -2.702  0.641  0.673
H  -1.160  -2.732  -1.389
H  1.893  2.942  -0.318
C  0.036  -2.165  0.245
H  -0.428  0.933  1.635
B  1.327  1.105  0.394
H  -1.876  -0.585  -2.112
C  0.081  0.342  0.897
O  1.295  2.415  0.230

Formula: C5H6O2
Source: the Open Molecules 2025 dataset
Level of theory: the ωB97M-V functional and the def2-TZVPD basis

Values from the calculation:
HOMO (Ha): -0.28770
F_max (eV/A): 3.32
Orbital gap (eV): 8.26
Energy above the lowest of the compared OMol25 structures with the same formula, charge and spin (kcal per mole): 106.6

Geometry (Å):
C  -0.997  0.077  -0.695
H  -2.412  -1.407  -0.134
H  2.268  2.069  1.094
C  2.008  1.171  0.584
C  2.440  -0.059  -0.028
O  -1.619  1.250  -0.464
H  -1.357  -0.883  1.184
H  -0.780  -0.053  -1.744
O  3.309  -0.821  -0.323
H  -0.729  -1.949  -0.081
C  -1.391  -1.112  0.119
H  -1.825  1.339  0.479
C  1.085  0.378  0.009

Formula: C7H6ClNO3
Source: the Open Molecules 2025 dataset
Level of theory: the ωB97M-V functional and the def2-TZVPD basis

Values from the calculation:
HOMO (Ha): -0.33578
F_max (eV/A): 3.90
Orbital gap (eV): 8.68
Energy above the lowest of the compared OMol25 structures with the same formula, charge and spin (kcal per mole): 55.5
SMILES string: O=C1C=CC=C[C@@H]1O/[N+]([O-])=C\Cl

Geometry (Å):
C  -0.940  0.887  -1.539
O  1.470  -0.928  1.194
H  -1.473  -0.903  -2.196
H  0.844  1.938  1.077
H  -0.088  2.836  -0.605
H  2.041  -3.716  2.660
O  0.081  -2.336  -0.442
C  0.384  -0.253  0.643
H  -1.541  1.448  -2.360
N  1.133  -2.067  1.996
C  -0.129  -1.155  -0.524
C  -0.902  -0.467  -1.491
O  0.120  -1.947  2.629
Cl  3.558  -2.852  1.030
C  0.424  1.212  0.431
C  -0.171  1.760  -0.627
C  2.066  -2.952  2.003
H  -0.415  -0.530  1.512